[1]
61
Properties=species:S:1:pos:R:3 method="wB97M-V/def2-TZVPD" total_charge=+1 multiplicity=4 homo_lumo_gap_ev="6.86 / 7.20" largest_force_ev_per_a=1.14
H 1.3195 -1.9144 2.9225
H -4.9084 -0.8707 1.7669
C 3.7473 -4.4285 0.3594
C 3.5661 0.4536 -0.5242
C -1.3493 2.8184 0.7204
C 2.7144 -2.7719 -1.0625
C -2.4114 3.7235 0.6854
S -1.4378 -2.7258 2.5286
H -5.4147 -0.1819 0.1970
C 1.1776 1.3611 -0.5019
H -3.5359 3.1854 -2.4578
H 3.7771 0.8556 -1.5164
V -0.4731 -0.9015 -0.0848
H 4.2824 -5.3608 0.4685
C -4.5668 -0.4122 0.8428
N 1.5325 -0.8927 -0.0509
O -2.6619 -0.7354 -0.4846
C -1.8869 2.1559 -1.5721
C 3.3990 -3.6936 1.4799
C 1.6736 2.7258 -0.8384
H 0.8678 3.4549 -0.8662
H 3.6709 -4.0469 2.4652
H 2.4253 3.0645 -0.1248
C 3.4164 -3.9605 -0.9030
S -1.1091 -0.6693 2.1791
H 2.3059 -3.0980 -3.1410
H 4.1145 -0.4756 -0.3982
O -3.7059 -2.5481 0.3510
H -1.0515 2.9949 2.8369
S -0.7655 -3.0709 -1.1939
N -3.8466 0.8550 1.1766
H 1.4847 -1.6846 -2.4882
C -1.5692 1.3737 -2.8139
H -2.6052 4.3402 1.5531
C -2.9369 3.0712 -1.5655
H 3.6959 -4.5253 -1.7812
H 3.9407 1.1792 0.1996
H 3.2157 -1.6319 -2.8152
H 3.0161 -1.9708 3.4057
C -0.4808 2.7370 1.9462
H -3.3666 1.2182 0.3295
C 2.4080 -2.2687 -2.4451
H -1.4764 0.3011 -2.6280
N -0.0976 1.0329 -0.3838
C -3.2037 3.8497 -0.4454
C 2.3537 -2.0764 0.0826
H -4.0123 4.5658 -0.4674
C -1.1147 2.0410 -0.4169
H 2.1570 2.7120 -1.8183
H -0.0498 1.7481 2.0964
H -4.4500 1.5883 1.5571
C 2.0997 0.2497 -0.3420
H -3.0751 0.6182 1.8542
C -3.5462 -1.3083 0.1573
C 2.6940 -2.4993 1.3630
C 2.3407 -1.7097 2.5933
H -0.6300 1.7123 -3.2551
H 0.3462 3.4466 1.8798
H 2.4135 -0.6334 2.4315
H -2.3502 1.5090 -3.5590
Sb -2.0663 -3.8759 0.5161

---

[2]
56
Properties=species:S:1:pos:R:3 method="wB97M-V/def2-TZVPD" homo_lumo_gap_ev=9.12 largest_force_ev_per_a=0.57
H -2.7862 3.5574 -6.3398
C 1.5993 -1.8577 2.8678
H 1.6650 1.1587 4.1057
C -1.5363 4.2499 -4.7148
H 1.3642 -0.2913 -1.8813
O -2.6783 -0.0793 -3.6447
C 1.4101 -1.4741 0.3881
H -0.5432 4.7103 -4.7061
H -0.3776 -3.5071 0.6977
H 2.4715 -1.2215 0.4211
H -1.7114 3.5591 -2.5763
H -1.0879 3.6947 -6.7887
H 2.0044 1.0736 -0.9697
H -0.3074 2.1060 -1.0134
H 0.4076 1.9151 -2.6254
O 2.1780 1.0720 1.4377
H -1.4323 0.4347 0.4520
O 0.0163 1.3724 1.9254
C -1.6449 1.9981 -4.0519
C -1.8463 0.7416 -3.2891
C 1.0186 -2.1910 1.6487
C -1.3311 -0.6500 -1.3930
H -1.0745 -4.6163 2.7389
H 1.7910 2.8917 2.3181
H 1.2369 -2.1300 -0.4679
C -0.8982 -0.4262 0.0463
C -1.7660 3.4123 -5.9852
H 2.3699 -1.1041 2.8965
H 1.6660 -2.2255 4.9796
C 2.5363 2.0914 2.3747
C 2.6243 1.5697 3.8010
H -1.1443 -5.3164 6.3116
C 0.0649 -3.1980 1.6346
C 1.2181 -2.4845 4.0332
O -0.0712 -4.0329 5.2188
C 0.6137 -0.1695 0.1505
H -2.2677 5.0521 -4.6095
H -2.3315 1.2824 -5.9579
C -1.5699 1.9493 -5.5552
H 3.5054 2.4604 2.0309
C 0.2390 -3.4791 4.0136
H -2.4001 -0.8696 -1.4509
N -1.0900 0.5458 -2.1834
C -1.0552 -5.0369 5.2630
H -0.7976 -1.5038 -1.8308
H 2.8832 2.3890 4.4658
H -1.1728 -1.2879 0.6530
H -0.5943 1.5621 -5.8631
C 1.1063 0.4853 -1.1590
C 0.8735 0.8223 1.2853
C 0.0191 1.3712 -1.7612
C -0.3287 -3.8393 2.7979
H 3.3867 0.7987 3.8824
C -1.6421 3.2489 -3.6047
H -0.7606 -5.9152 4.6792
H -2.0218 -4.6690 4.9039

---

[3]
56
Properties=species:S:1:pos:R:3 method="wB97M-V/def2-TZVPD" homo_lumo_gap_ev=8.52 largest_force_ev_per_a=16.77
C -3.9864 -1.4065 -0.0501
H 1.4893 1.0320 3.2473
H 1.4752 1.3898 -0.9109
C -1.2032 1.8152 -1.4627
H 0.7659 3.5694 -2.0070
H 4.4928 -4.9898 -1.1493
O 2.9112 2.5159 -2.1039
O 1.0698 -0.2561 0.2223
H 3.6477 -2.7045 -2.5197
C 1.7371 1.0949 2.3383
O -5.1863 -2.9366 -1.1737
C -3.1331 1.5841 0.4355
C 2.5143 -1.8514 1.0833
H -2.3884 0.4231 -2.4730
C 0.6712 0.3810 1.2755
H -4.5068 -0.1385 -1.8078
H 3.4792 3.3686 0.4082
C -1.1668 2.8751 -0.3172
H 5.2923 -4.7110 -0.0249
C 1.9561 -1.4287 0.0865
H 3.3896 3.1989 -1.8679
C 3.3518 -3.0141 0.9439
H -6.3013 -1.4183 1.4017
H -3.2257 -1.8541 -0.4984
H -5.6128 -2.7376 2.0592
H -3.8768 1.8269 1.3702
H -0.3496 0.9095 1.6039
C -6.0981 -2.3640 1.0849
O -0.1588 3.5247 0.0197
H 2.0065 -0.8167 -1.9886
H 3.4213 1.7334 0.2804
H 1.5402 4.6465 -0.8498
C 1.0255 3.4660 -0.9588
C 1.9230 2.3784 -0.8306
C -2.1852 2.7185 0.5616
H -6.9752 -3.0144 0.8501
C 2.3564 -1.4868 -1.3434
C 3.3477 -2.3137 -1.5316
C -5.0404 -2.3542 -0.1696
H 1.1903 3.0252 1.6455
C -2.3786 1.0313 -1.6485
H 2.0437 -1.7509 2.2328
C -3.3151 0.9634 -0.6855
C 4.8782 -4.3085 -0.7604
H 2.6406 0.4428 2.1404
H -0.6448 1.9419 -2.1985
H 0.4783 -0.6904 2.3482
H 5.8035 -3.5944 -1.2411
C 2.7368 2.4698 0.3016
H -5.2879 0.4187 -0.2032
H -3.7656 -1.3966 0.8737
H 3.8152 -3.5218 1.6621
N 1.9303 2.4583 1.7881
C 3.9120 -3.2387 -0.3884
C -4.5247 -0.1546 -0.4963
H -1.9811 3.2493 1.3957